# 1
# C8H8O2SSi

One molecule with the formula C8H8O2SSi at a distorted geometry (ωB97M-V with the def2-TZVPD basis set, OMol25).

Output
E: -31230.830 eV
structure (SMILES): O=S1(=O)C([SiH3])=Cc2ccccc21
energy above the lowest of the compared OMol25 structures with the same formula, charge and spin: 0.5153 eV
LUMO level: -0.83 eV
E_HOMO: -0.3401 hartree

Geometry as XYZ:
```
20
C8H8O2SSi, DFT ωB97M-V with the def2-TZVPD basis set
C 2.89 -1.57 0.00
H -4.20 -0.46 -1.02
H 4.12 0.17 -0.10
H -0.74 1.96 0.02
H 1.38 -3.08 0.32
H -3.37 1.80 -0.50
C 0.61 -1.16 0.15
S -1.13 -1.54 0.08
Si -3.45 0.45 -0.06
C 3.13 -0.23 -0.25
H 2.32 1.74 -0.27
C -0.49 0.89 -0.02
O -1.47 -2.09 -1.17
H 3.63 -2.33 -0.26
O -1.59 -2.28 1.19
C 0.77 0.25 0.03
H -4.11 0.68 1.33
C -1.63 0.15 0.02
C 1.62 -2.01 0.16
C 2.11 0.69 -0.13
```

# 2
# C8H8O5

One molecule with the formula C8H8O5 at a distorted geometry (ωB97M-V with the def2-TZVPD basis set, OMol25).

Output
E: -18656.075 eV
energy above the lowest of the compared OMol25 structures with the same formula, charge and spin: 7.1092 eV
LUMO level (spin up / spin down): -1.24 / -0.81 eV
E_HOMO (spin up / spin down): -0.3035 / -0.3196 hartree

Geometry as XYZ:
```
21
C8H8O5, DFT ωB97M-V with the def2-TZVPD basis set
H 1.37 -0.54 -1.48
O 0.83 3.59 -0.17
C 0.16 0.35 2.61
C -0.48 3.69 0.02
H 2.08 0.22 0.01
H -1.99 -1.11 0.05
O -0.14 -0.88 1.46
C -0.04 -0.25 0.21
H -1.13 -0.93 -1.51
C 0.10 1.24 0.64
H -1.75 0.49 -0.66
O -1.22 4.52 0.37
C 0.00 2.35 -0.33
C 1.39 -0.58 -0.33
O 0.28 1.40 1.88
C -1.34 -0.44 -0.53
H -0.19 1.30 4.31
H 1.65 -1.55 -0.04
H -0.11 2.16 -1.36
C 0.29 0.25 3.99
O 0.61 -0.63 4.75
```

# 3
# C8H8OS

One molecule with the formula C8H8OS at a distorted geometry (ωB97M-V with the def2-TZVPD basis set, OMol25).

Output
E: -21305.702 eV
energy above the lowest of the compared OMol25 structures with the same formula, charge and spin: 0.9074 eV
LUMO level: 0.21 eV
E_HOMO: -0.2986 hartree

Geometry as XYZ:
```
18
C8H8OS, DFT ωB97M-V with the def2-TZVPD basis set
H 1.62 -2.43 1.43
H -2.80 0.81 -1.64
H -1.82 1.00 -3.12
C 2.04 -0.46 0.70
C -0.08 -1.13 1.60
C 1.55 0.81 0.48
C -0.29 2.42 0.56
H -1.60 0.38 1.63
O -1.80 2.59 -1.87
C -0.58 0.13 1.37
S -1.16 3.27 -0.40
H 2.18 1.57 0.04
C -1.86 1.21 -2.04
C 0.22 1.12 0.79
C 1.23 -1.44 1.26
H 3.06 -0.68 0.44
H -0.71 -1.88 2.04
H -1.02 0.70 -1.55
```

# 4
# C8H8S2

One molecule with the formula C8H8S2 at a distorted geometry (ωB97M-V with the def2-TZVPD basis set, OMol25).

Output
E: -30093.424 eV
structure (SMILES): CC(=C=S)Cc1ccsc1
energy above the lowest of the compared OMol25 structures with the same formula, charge and spin: 0.3513 eV
LUMO level: 0.20 eV
E_HOMO: -0.2896 hartree

Geometry as XYZ:
```
18
C8H8S2, DFT ωB97M-V with the def2-TZVPD basis set
C -1.01 -0.56 -0.04
C 0.44 -0.94 -0.17
H -1.68 -1.52 1.73
C -1.54 0.37 -1.05
H 3.47 0.94 0.68
H 0.79 -1.92 0.15
C 1.38 0.20 0.21
C 2.78 -0.01 0.65
C 1.02 1.47 0.23
C -2.88 0.49 -0.93
C -1.99 -0.97 0.86
H 3.47 -0.58 0.06
H 0.51 -0.93 -1.27
H -3.42 0.93 -1.61
S 0.47 2.89 0.15
S -3.51 -0.23 0.50
H 2.79 -0.48 1.64
H -1.08 0.86 -1.80
```

# 5
# C8H8Si

One molecule with the formula C8H8Si at a distorted geometry (ωB97M-V with the def2-TZVPD basis set, OMol25).

Output
E: -16298.543 eV
structure (SMILES): C1=C(c2ccccc2)[SiH2]1
energy above the lowest of the compared OMol25 structures with the same formula, charge and spin: 1.8299 eV
LUMO level: -0.06 eV
E_HOMO: -0.3019 hartree

Geometry as XYZ:
```
17
C8H8Si, DFT ωB97M-V with the def2-TZVPD basis set
H -1.77 0.83 -0.82
C -0.01 0.06 0.00
C 0.91 -1.06 -0.03
H 1.12 -3.08 -0.76
H -2.25 -0.81 -2.39
C -0.38 -2.05 -1.84
C 0.65 -2.13 -0.89
C -0.02 2.70 1.09
H -0.38 3.32 0.29
C 0.17 1.06 1.02
H -0.01 2.03 3.63
C -1.25 -0.98 -1.80
H 2.33 2.01 2.47
C -1.08 0.06 -0.91
H -0.41 -2.93 -2.49
H 1.57 -0.92 0.93
Si 0.81 1.89 2.50
```

# 6
# C8H9Br3Cl12O3

A 6-piece molecular cluster, C8H9Br3Cl12O3 overall at a distorted geometry (ωB97M-V with the def2-TZVPD basis set, OMol25).

Output
net charge: +1
E: -374968.232 eV
spin multiplicity: 2
LUMO level (spin up / spin down): -6.09 / -10.67 eV
E_HOMO (spin up / spin down): -0.4582 / -0.4562 hartree

Geometry as XYZ:
```
35
C8H9Br3Cl12O3, DFT ωB97M-V with the def2-TZVPD basis set
Cl 10.16 7.04 13.01
Cl 3.95 8.81 12.04
Cl 13.87 4.86 14.01
Cl 9.16 3.16 13.65
Br 6.09 6.17 14.88
Br 7.97 4.63 17.29
C 6.23 5.51 16.76
Cl 10.88 0.90 14.95
H 9.25 10.04 11.60
H 12.15 5.39 12.56
O 10.82 9.27 10.59
H 10.16 11.28 10.59
C 11.25 10.43 12.43
O 12.84 8.27 10.40
C 12.09 9.11 10.86
H 11.21 11.40 12.91
H 6.13 6.42 17.36
Cl 12.35 3.00 12.41
Cl 7.97 1.26 15.66
Br 4.71 4.28 17.26
C 12.90 4.60 12.50
C 9.50 2.08 15.10
O 12.45 9.95 11.82
Cl 3.97 10.04 9.42
Cl 4.16 7.14 9.60
C 10.22 10.39 11.23
Cl 7.64 7.69 12.03
C 4.67 8.73 10.38
H 10.96 9.69 13.18
Cl 13.84 4.90 11.01
H 8.06 5.69 13.11
Cl 9.01 5.34 10.95
C 8.63 6.33 12.43
H 5.76 8.73 10.32
H 9.87 2.76 15.87
```

# 7
# C8H9Br3NO

C8H9Br3NO as an isolated structure at a distorted geometry (ωB97M-V with the def2-TZVPD basis set, OMol25).

Output
net charge: +1
E: -222093.906 eV
LUMO level (spin up / spin down): -4.46 / -4.90 eV
E_HOMO (spin up / spin down): -0.4839 / -0.4273 hartree

Geometry as XYZ:
```
22
C8H9Br3NO, DFT ωB97M-V with the def2-TZVPD basis set
C 1.81 0.64 1.69
O -1.54 -0.49 0.66
C 0.79 -0.23 1.34
Br 4.44 1.83 -0.67
C -0.36 -2.20 -0.79
H 2.42 2.70 1.90
H -1.60 -0.51 -1.46
N -0.46 0.25 0.90
H -2.33 -1.82 -0.44
C 4.29 -0.05 -0.90
H -1.58 1.88 0.67
Br 4.41 -1.12 0.57
H 0.63 -2.00 -1.31
H 0.89 -1.31 1.28
H -0.45 -2.98 -0.12
C -1.41 -1.25 -0.69
C 0.43 2.41 1.17
H 0.28 3.51 0.94
H 2.71 0.14 2.14
Br 3.00 -0.60 -2.18
C -0.63 1.60 0.90
C 1.62 2.01 1.63
```

# 8
# C8H9BrN2

One molecule with the formula C8H9BrN2 at a distorted geometry (ωB97M-V with the def2-TZVPD basis set, OMol25).

Output
E: -81464.059 eV
structure (SMILES): CN1c2ccccc2N[C@H]1Br
energy above the lowest of the compared OMol25 structures with the same formula, charge and spin: 0.0000 eV
LUMO level: 0.84 eV
E_HOMO: -0.2830 hartree

Geometry as XYZ:
```
20
C8H9BrN2, DFT ωB97M-V with the def2-TZVPD basis set
H 2.78 -2.55 0.95
C 1.33 0.49 0.55
H 1.49 1.53 0.79
H -2.52 -0.01 -1.96
N -1.18 -1.44 -1.15
H -1.61 -2.36 -1.17
N -0.78 0.88 -0.70
H -1.48 1.92 1.01
Br -3.39 -0.36 0.43
C 0.21 0.09 -0.15
C 2.25 -0.48 0.94
C -1.26 2.07 -0.05
H 3.12 -0.19 1.50
C 0.92 -2.23 -0.07
H -2.16 2.41 -0.56
H 0.76 -3.27 -0.30
C -1.99 -0.33 -1.08
C 2.05 -1.82 0.63
C 0.01 -1.27 -0.44
H -0.49 2.84 -0.16
```

Copy entry 7 word for word.
# C8H9Br3NO

C8H9Br3NO as an isolated structure at a distorted geometry (ωB97M-V with the def2-TZVPD basis set, OMol25).

Output
net charge: +1
E: -222093.906 eV
LUMO level (spin up / spin down): -4.46 / -4.90 eV
E_HOMO (spin up / spin down): -0.4839 / -0.4273 hartree

Geometry as XYZ:
```
22
C8H9Br3NO, DFT ωB97M-V with the def2-TZVPD basis set
C 1.81 0.64 1.69
O -1.54 -0.49 0.66
C 0.79 -0.23 1.34
Br 4.44 1.83 -0.67
C -0.36 -2.20 -0.79
H 2.42 2.70 1.90
H -1.60 -0.51 -1.46
N -0.46 0.25 0.90
H -2.33 -1.82 -0.44
C 4.29 -0.05 -0.90
H -1.58 1.88 0.67
Br 4.41 -1.12 0.57
H 0.63 -2.00 -1.31
H 0.89 -1.31 1.28
H -0.45 -2.98 -0.12
C -1.41 -1.25 -0.69
C 0.43 2.41 1.17
H 0.28 3.51 0.94
H 2.71 0.14 2.14
Br 3.00 -0.60 -2.18
C -0.63 1.60 0.90
C 1.62 2.01 1.63
```